[1]
52
Properties=species:S:1:pos:R:3:nbo_charge:R:1 method="wB97M-V/def2-TZVPD" orbital_gap_ev=6.1 charge=+3
Ta 0.6942 0.3897 -0.4896 1.946
C 1.0207 -0.1538 4.0392 -0.717
C 0.8238 -0.2996 2.5714 0.389
N 0.9384 0.6920 1.7455 -0.359
N 1.2613 1.9280 2.2625 -0.421
C 1.1933 3.0166 1.4705 0.360
N 1.5238 4.1850 1.9699 -0.694
S 0.6754 2.8911 -0.1587 0.005
C 0.5140 -1.5853 1.9326 0.115
C 0.3632 -2.7671 2.6259 -0.155
C 0.1022 -3.9421 1.9205 -0.089
C 0.0106 -3.8891 0.5453 -0.184
C 0.1737 -2.6658 -0.0934 0.106
N 0.4092 -1.5371 0.5809 -0.516
H 0.4796 0.7147 4.4214 0.262
H 0.6764 -1.0194 4.5934 0.278
H 2.0866 -0.0298 4.2630 0.283
H 1.6913 1.9688 3.1777 0.433
H 1.8104 4.3182 2.9308 0.439
H 1.4978 5.0089 1.3839 0.457
H 0.4526 -2.7997 3.7011 0.257
H -0.0147 -4.8787 2.4495 0.274
H -0.1716 -4.7762 -0.0452 0.276
H 0.1334 -2.5934 -1.1722 0.246
S 2.9273 -0.5588 -0.4931 -0.012
C 3.0971 0.4545 -1.9388 0.116
C 4.1817 0.5954 -2.7723 -0.236
C 4.0186 1.4045 -3.8924 -0.059
C 2.7986 2.0291 -4.1421 -0.233
C 1.7621 1.8434 -3.2545 0.099
N 1.9275 1.0730 -2.1666 -0.595
H 5.1112 0.0843 -2.5649 0.271
H 4.8444 1.5409 -4.5787 0.266
H 2.6563 2.6488 -5.0154 0.270
H 0.7905 2.2991 -3.3980 0.231
Br -1.4584 -1.9543 -4.3411 0.214
C -2.3414 -1.3405 -2.8243 -0.087
C -3.7273 -1.5749 -2.6480 -0.238
C -4.3918 -1.1130 -1.5442 -0.061
Br -6.2259 -1.4291 -1.3718 0.210
C -3.6957 -0.3878 -0.5227 -0.050
C -4.2637 0.1692 0.6315 -0.041
C -3.4631 0.8755 1.5077 -0.261
C -2.1035 1.0030 1.2514 0.106
N -1.5147 0.4765 0.1768 -0.546
C -2.3178 -0.1929 -0.7074 0.112
C -1.6650 -0.6510 -1.8563 0.227
O -0.3477 -0.3085 -1.8926 -0.713
H -4.2635 -2.1194 -3.4133 0.278
H -5.3236 0.0562 0.8205 0.270
H -3.8803 1.3379 2.3906 0.266
H -1.4775 1.5629 1.9343 0.203


[2]
48
Properties=species:S:1:pos:R:3:nbo_charge:R:1 method="wB97M-V/def2-TZVPD" orbital_gap_ev=4.7 charge=-2
Pd 0.0257 -1.6199 -1.9923 0.538
C -1.0446 -2.4532 1.9218 -0.687
C -1.1938 -2.6510 0.4321 0.315
N -0.1364 -2.8732 -0.2881 -0.347
N 1.0392 -3.0958 0.3754 -0.387
C 2.1199 -2.6858 -0.1909 -0.103
S 2.2896 -1.7537 -1.6298 -0.161
S 3.6136 -3.1139 0.6976 0.195
C 4.2466 -1.4097 1.0062 -0.536
C 3.3653 -0.6283 1.9295 -0.050
C 2.3058 0.1190 1.4157 -0.151
C 1.4865 0.8496 2.2629 -0.208
C 1.7120 0.8465 3.6320 -0.234
C 2.7594 0.0984 4.1525 -0.225
C 3.5761 -0.6349 3.3057 -0.220
C -2.5348 -2.6945 -0.1414 -0.261
C -3.6079 -2.9730 0.7169 -0.106
C -4.8996 -3.1542 0.2687 -0.348
C -5.1578 -3.0409 -1.1001 -0.194
C -4.1479 -2.7151 -1.9692 -0.303
C -2.8075 -2.4854 -1.5411 0.428
O -1.9655 -2.0920 -2.4173 -0.707
H -0.0007 -2.2805 2.1620 0.254
H -1.6368 -1.5996 2.2522 0.222
H -1.3750 -3.3401 2.4684 0.214
H 5.2445 -1.5596 1.4177 0.215
H 4.3166 -0.9273 0.0332 0.249
H 2.1226 0.1318 0.3464 0.244
H 0.6684 1.4237 1.8454 0.222
H 1.0768 1.4235 4.2934 0.200
H 2.9423 0.0895 5.2210 0.195
H 4.3881 -1.2267 3.7155 0.196
H -3.4164 -3.0858 1.7771 0.185
H -5.6972 -3.3884 0.9636 0.188
H -6.1610 -3.2051 -1.4799 0.189
H -4.3439 -2.5907 -3.0272 0.210
Br 0.0047 4.6386 -5.9452 -0.134
C 0.0458 4.9264 -4.0046 -0.101
C 0.0826 6.2611 -3.6156 -0.291
C 0.0980 6.5389 -2.2553 -0.279
C 0.0831 5.4895 -1.3432 -0.257
C 0.0577 4.1741 -1.7993 -0.266
C 0.0317 3.8490 -3.1594 -0.313
I 0.0326 0.7160 -3.1116 -0.323
H 0.1048 7.0663 -4.3437 0.191
H 0.1301 7.5687 -1.9128 0.180
H 0.0971 5.7036 -0.2759 0.177
H 0.0593 3.3640 -1.0687 0.184


[3]
48
Properties=species:S:1:pos:R:3:nbo_charge:R:1 method="wB97M-V/def2-TZVPD" e_above_lowest_kcal_mol=10.8 orbital_gap_ev=7.2 charge=+2
Sc -0.3682 -1.0054 -1.4262 1.888
Br 5.6321 -0.9236 3.0859 0.141
C 4.3169 -1.0709 1.7505 -0.133
C 4.6957 -1.1281 0.4060 -0.142
C 3.7490 -1.2250 -0.5921 -0.283
C 2.3928 -1.2451 -0.2683 0.439
O 1.4866 -1.2829 -1.2522 -0.835
C 2.0012 -1.2112 1.0805 -0.250
C 0.6383 -1.3009 1.4886 0.249
N -0.3955 -1.1553 0.7201 -0.610
C -1.6922 -1.4661 1.2109 0.078
C -2.1468 -1.1997 2.4740 -0.176
C -3.4267 -1.6351 2.8754 -0.179
C -4.2250 -2.3385 2.0188 -0.141
C -3.7905 -2.6079 0.6995 -0.096
C -4.5502 -3.3457 -0.2339 -0.053
C -4.0578 -3.5743 -1.4902 -0.255
C -2.8130 -3.0433 -1.8326 0.116
N -2.0643 -2.3442 -0.9901 -0.622
C -2.5313 -2.1343 0.2854 0.216
C 2.9895 -1.1444 2.0852 -0.153
H 5.7467 -1.1031 0.1495 0.254
H 4.0421 -1.2877 -1.6309 0.250
H 0.4627 -1.5450 2.5368 0.209
H -1.5200 -0.6541 3.1683 0.234
H -3.7659 -1.4162 3.8781 0.249
H -5.1968 -2.6940 2.3346 0.244
H -5.5181 -3.7336 0.0582 0.250
H -4.6104 -4.1452 -2.2217 0.260
H -2.4183 -3.1947 -2.8316 0.218
H 2.6898 -1.1438 3.1259 0.241
C 0.4454 5.6040 -2.3438 -0.675
C 0.5191 4.2231 -1.7977 0.357
C 1.4057 3.7889 -0.8466 -0.316
C 1.3583 2.4582 -0.4184 0.382
N 0.4678 1.5883 -0.9271 -0.536
C -0.3774 2.0154 -1.8521 0.327
S -1.4847 0.9447 -2.6151 -0.237
N -0.3574 3.3070 -2.2724 -0.506
C 2.2991 1.9721 0.6264 -0.671
H 1.2080 6.2332 -1.8947 0.263
H -0.5347 6.0395 -2.1405 0.265
H 0.5921 5.5921 -3.4255 0.265
H 2.1321 4.4719 -0.4336 0.262
H -1.0261 3.5653 -2.9903 0.452
H 2.9595 2.7658 0.9638 0.248
H 2.8970 1.1501 0.2268 0.261
H 1.7438 1.5799 1.4783 0.251


[4]
61
Properties=species:S:1:pos:R:3:nbo_charge:R:1 method="wB97M-V/def2-TZVPD" s2=3.78 e_above_lowest_kcal_mol=6.8 orbital_gap_ev="6.9 / 7.0" charge=+1 spin_multiplicity=4
Cr 0.5673 -0.1092 -0.3019 1.222
Cl 4.9966 -5.2294 2.3188 0.028
C 4.0977 -4.0264 1.4521 -0.089
C 4.3008 -3.8726 0.0697 -0.139
C 3.6100 -2.9288 -0.6444 -0.251
C 2.6746 -2.0909 -0.0118 0.398
O 2.0491 -1.1934 -0.7307 -0.701
C 2.4696 -2.2514 1.3788 -0.192
C 1.5657 -1.4420 2.1173 0.230
N 0.7489 -0.5663 1.6259 -0.511
C -0.0561 0.2654 2.4583 0.105
C 0.0442 0.4123 3.8135 -0.192
C -0.8304 1.2803 4.5046 -0.177
C -1.7852 1.9967 3.8442 -0.174
C -1.9020 1.8803 2.4389 -0.099
C -2.8521 2.5884 1.6684 -0.074
C -2.8960 2.4217 0.3148 -0.254
C -1.9661 1.5644 -0.2928 0.118
N -1.0712 0.8905 0.3932 -0.502
C -1.0292 1.0217 1.7570 0.233
C 3.2027 -3.2277 2.0963 -0.156
H 5.0151 -4.5144 -0.4291 0.241
H 3.7652 -2.8052 -1.7074 0.239
H 1.5654 -1.5908 3.1954 0.197
H 0.7989 -0.1161 4.3794 0.227
H -0.7268 1.3775 5.5765 0.237
H -2.4474 2.6652 4.3783 0.233
H -3.5314 3.2714 2.1635 0.235
H -3.6003 2.9628 -0.3002 0.242
H -1.9328 1.4493 -1.3701 0.221
H 3.0480 -3.3377 3.1625 0.228
F 2.8688 3.7828 1.4139 -0.294
C 2.9356 3.8559 0.0906 0.769
F 4.1129 3.4243 -0.3231 -0.285
F 2.7377 5.0997 -0.3049 -0.284
S 1.5827 2.8011 -0.5763 2.217
O 1.8266 1.4871 0.0828 -0.930
O 0.3493 3.4400 -0.2276 -0.898
N 1.9144 2.7628 -2.1075 -1.178
S 1.2557 1.6451 -2.9967 2.244
O 0.3701 0.7697 -2.1823 -0.971
O 0.6847 2.1239 -4.2034 -0.857
C 2.6895 0.5747 -3.5005 0.752
F 3.2547 1.1326 -4.5557 -0.286
F 2.2289 -0.6300 -3.8171 -0.297
F 3.5702 0.4740 -2.5220 -0.289
C -2.4496 -1.0427 -3.3753 -0.417
N -3.0051 -1.2416 -2.0459 -0.371
C -4.4250 -1.0047 -1.7611 -0.221
C -4.5573 -1.4031 -0.2777 -0.229
N -3.1580 -1.6205 0.0982 -0.573
C -2.3441 -1.6081 -0.9609 0.385
S -0.6817 -2.0481 -0.9199 -0.109
H -2.6725 -1.8942 -4.0180 0.222
H -1.3729 -0.9190 -3.2995 0.251
H -2.8908 -0.1444 -3.8054 0.217
H -5.0461 -1.6144 -2.4157 0.227
H -4.6641 0.0445 -1.9399 0.211
H -5.1326 -2.3192 -0.1513 0.218
H -5.0080 -0.6188 0.3260 0.221
H -2.8665 -2.0551 0.9573 0.433